# 1
Density functional theory data (ωB97M-V/def2-TZVPD) for a 3-piece molecular cluster, C22H35NO9 overall.

The geometry in XYZ format:
```
67
Properties=species:S:1:pos:R:3:forces:R:3
H -0.94952 7.76489 1.65281 0.2 0.1 -0.1
H -1.13987 1.89404 2.13628 0.1 0.0 0.0
C 1.55045 -2.60764 -1.78899 -1.2 -0.8 -0.6
H -1.79854 -3.26179 0.52849 -0.5 0.7 0.8
H 1.54960 2.66525 1.66081 -0.1 -0.2 0.0
C 2.48547 -1.43777 -1.33722 0.8 -0.3 0.3
H -1.38128 -0.56798 1.62093 0.0 -1.4 0.2
C -2.22069 -2.67843 1.40305 0.1 0.3 0.7
C 0.31852 -1.91208 1.41157 -0.5 0.1 0.7
C -0.12905 -4.87486 -2.58841 0.7 2.4 -0.9
O 1.14254 -0.28035 -3.88265 -0.1 -1.4 1.5
C 0.80654 -3.39465 1.66007 1.1 0.5 0.0
C -3.63475 -2.06937 1.02918 -0.3 -1.7 -0.6
H 0.35064 4.12806 3.30071 0.0 0.0 -0.1
C 0.90529 -2.58851 -3.11808 -0.6 -2.8 0.9
C -1.16257 -1.63162 1.94065 0.7 0.5 0.2
C -1.05666 9.07931 3.36745 0.1 0.1 0.0
O 4.98394 -1.02948 -1.49049 -0.8 -0.2 0.8
H -2.40780 -3.41950 2.24218 0.2 0.6 -1.1
O 1.13622 0.20540 -6.82618 -0.2 -4.0 2.3
H -1.64403 1.53089 -1.04159 0.7 -0.9 0.3
H -2.29742 6.83459 3.27130 0.1 0.0 0.0
H -0.74557 -5.76552 -2.85290 0.7 0.9 0.4
H -0.54377 9.91510 2.88688 -0.1 0.0 0.0
C 0.47415 2.83285 1.58047 -0.4 0.2 0.1
H 1.93959 -5.03548 0.74720 0.1 1.2 -0.3
H -0.42087 -3.80409 -4.51620 0.6 0.2 1.1
H -0.98922 4.30331 2.18152 0.1 0.1 -0.1
H -1.15700 -1.49282 -1.66703 -0.9 0.8 0.6
O -0.19005 1.74419 2.21912 0.1 -0.3 0.0
H -2.13535 9.24715 3.30547 0.0 0.0 -0.1
C 1.28368 -3.77449 -0.89411 0.2 1.0 -1.3
C 0.08920 4.14211 2.24088 0.1 -0.1 0.0
H 2.87387 -3.49327 0.69087 -1.1 -0.2 -0.4
H -4.35292 -2.12100 1.89544 0.9 0.7 -0.8
C 1.85057 -3.91978 0.55199 -1.2 -1.0 0.1
H 1.05127 -1.23056 1.94479 -1.0 -0.6 -0.6
O -1.34867 6.68144 3.35503 0.1 -0.1 0.1
H 0.32343 -1.59066 0.33641 0.0 -0.7 0.9
C 3.98472 -1.95627 -1.03613 -0.5 0.4 0.9
O 0.93749 -1.80174 -5.50919 -0.4 -0.4 3.3
H 2.59988 -0.62524 -2.10300 -0.5 -1.1 0.4
H 4.15340 -2.96372 -1.49785 0.0 1.0 0.3
H 0.39346 7.58948 2.79695 -0.1 -0.2 0.0
H 0.59597 4.98364 1.76411 -0.1 0.0 0.0
C -1.06569 0.58367 -1.18502 -0.8 -0.5 -0.1
H -4.08101 -2.75251 0.23739 0.3 0.7 1.0
C 0.36720 -0.60295 -6.16368 -0.1 6.6 -4.4
O -4.00641 -1.15966 -1.75702 0.5 0.1 1.0
C -0.68031 7.76362 2.71416 -0.4 0.1 0.1
H 5.06359 -0.38325 -0.76208 0.1 -0.3 -0.8
N 0.46977 -4.82124 -1.33554 0.4 1.4 -0.9
H 2.11110 -0.92583 -0.39805 0.2 -0.8 -1.1
H -0.79567 9.06829 4.42778 0.1 0.0 -0.1
H 4.09440 -2.00716 0.09327 -0.1 -0.4 -1.3
H 0.20387 2.83607 0.51908 0.2 0.1 -0.1
O -3.60084 -0.75103 0.44437 0.9 -0.5 -0.5
H 0.29680 -5.60420 -0.69364 0.2 0.6 -0.3
C -3.21624 -0.84670 -0.90465 0.2 0.1 -1.4
C 0.06033 -3.76149 -3.50558 0.9 -0.3 1.8
H 1.39336 -3.39839 2.63115 -0.8 -0.1 -1.0
H 0.04837 0.67873 -1.28300 -1.3 -0.2 -0.4
O -0.83856 -0.33915 -6.06467 0.5 -2.7 1.4
C 1.02277 -1.45167 -4.16127 0.3 1.1 -2.3
H -0.01627 -4.14539 1.79611 0.6 0.8 -0.4
H -1.17456 -1.59667 3.07465 0.0 -0.2 -1.3
C -1.73031 -0.59615 -1.29638 0.8 0.7 0.9
```
Forces are in eV/Å.

Results
* net charge: 0
* gap between HOMO and LUMO: 4.310 eV
* HOMO level: -6.63 eV
* lowest unoccupied orbital energy: -2.32 eV

From a Mulliken analysis of the wavefunction, the atomic charges in e read:
1. H 0.270
2. H 0.256
3. C 0.744
4. H 0.012
5. H 0.307
6. C -0.567
7. H -0.016
8. C -0.300
9. C 0.766
10. C -0.557
11. O -0.489
12. C -0.660
13. C -0.846
14. H 0.279
15. C 0.419
16. C -0.541
17. C -1.132
18. O -0.567
19. H 0.367
20. O -0.692
21. H 0.287
22. H 0.276
23. H 0.385
24. H 0.334
25. C -0.216
26. H 0.487
27. H 0.512
28. H 0.343
29. H -0.056
30. O -0.428
31. H 0.334
32. C 0.484
33. C -1.044
34. H 0.180
35. H 0.354
36. C -1.119
37. H 0.486
38. O -0.498
39. H -1.092
40. C -0.956
41. O -0.362
42. H 0.578
43. H 0.338
44. H 0.278
45. H 0.314
46. C -0.254
47. H 0.388
48. C 0.671
49. O -0.493
50. C -0.152
51. H 0.333
52. N 0.110
53. H 0.157
54. H 0.297
55. H 0.390
56. H 0.182
57. O -0.357
58. H 0.348
59. C 0.107
60. C -0.715
61. H 0.392
62. H 0.139
63. O -0.615
64. C 0.488
65. H 0.340
66. H 0.557
67. C 0.437



# 2
Density functional theory data (ωB97M-V/def2-TZVPD) for a single C4H4N2O molecule.

The geometry in XYZ format:
```
11
Properties=species:S:1:pos:R:3:forces:R:3
H 0.58503 0.12365 1.49874 0.0 0.1 -0.1
C 0.67251 0.83836 0.66800 0.1 0.0 0.1
C -0.92748 -0.25697 -0.69483 -0.1 -0.1 -0.2
O -0.52172 0.93596 -0.07009 0.0 0.0 0.0
H 0.85865 1.83250 1.08132 0.0 -0.2 0.0
N -1.85938 -2.06724 0.97413 0.5 0.8 -0.6
H -1.76056 0.00828 -1.34787 0.1 0.0 0.0
C -1.41764 -1.27460 0.25817 -0.4 -0.7 0.6
C 1.81686 0.44211 -0.18244 0.7 -0.3 -0.6
H -0.12532 -0.68780 -1.31001 -0.1 0.0 0.1
N 2.67906 0.10575 -0.87513 -0.8 0.3 0.7
```
Forces are in eV/Å.

Results
* net charge: 0
* gap between HOMO and LUMO: 12.520 eV
* HOMO level: -11.96 eV
* lowest unoccupied orbital energy: 0.56 eV
* SMILES string: N#CCOCC#N

From a Mulliken analysis of the wavefunction, the atomic charges in e read:
1. H 0.297
2. C -0.304
3. C -0.324
4. O -0.336
5. H 0.259
6. N -0.361
7. H 0.254
8. C 0.270
9. C 0.306
10. H 0.310
11. N -0.372



# 3
Density functional theory data (ωB97M-V/def2-TZVPD) for a single C2H6N2O2 molecule.

The geometry in XYZ format:
```
12
Properties=species:S:1:pos:R:3:forces:R:3
H -1.16918 0.49310 1.04143 1.0 1.1 0.1
C 0.51861 -0.21974 -0.13853 -2.8 -2.9 -0.3
N -1.78076 -0.99008 0.05829 0.0 -0.8 -0.5
H -1.68650 -1.95691 0.38896 -0.4 0.3 -1.2
H -1.80805 -0.84405 -0.98695 0.2 -0.7 1.6
H 1.50690 0.79256 1.38478 0.6 0.1 -0.1
C 1.62099 0.63544 0.31031 2.2 2.0 -1.3
O 1.45603 -1.28468 0.07285 -12.7 -11.2 0.6
H 0.32793 -0.37303 -1.26504 0.0 1.0 1.4
O 2.53301 -0.42276 -0.06419 11.3 10.5 0.5
N -0.70438 -0.31721 0.67793 0.8 0.0 -1.3
H 1.89178 1.48760 -0.29302 -0.3 0.7 0.4
```
Forces are in eV/Å.

Results
* net charge: 0
* gap between HOMO and LUMO (alpha / beta): 5.605 / 8.673 eV
* HOMO level (alpha / beta): -4.62 / -9.77 eV
* 2S+1: 3
* lowest unoccupied orbital energy (alpha / beta): 0.99 / -1.10 eV

From a Mulliken analysis of the wavefunction, the atomic charges in e read:
1. H 0.254
2. C 0.221
3. N -0.604
4. H 0.281
5. H 0.270
6. H 0.252
7. C -0.355
8. O -0.269
9. H 0.146
10. O -0.222
11. N -0.238
12. H 0.263



Quick rundown of largest force on an atom, same order as above: 7.94; 1.11; 16.99 eV/A